1.
Computed, not measured: C5H11NO4S as an isolated structure at a distorted geometry, with ωB97M-V/def2-TZVPD.

Orbital gap: 11.530 eV
Energy above the lowest of the compared OMol25 structures with the same formula, charge and spin: 63.68 kcal per mole
HOMO energy: -0.403 Eh
Spin multiplicity: 1
Total charge: 0

Atoms and positions in Å:
C1 -1.0775 -1.0284 0.7942
C2 -0.4027 0.0085 -0.1469
C3 0.6706 -0.8007 -1.0808
C4 0.9140 2.1195 -0.1883
C5 0.2605 1.0750 0.7297
N1 -1.4073 -2.2401 0.2435
O1 -3.6119 -0.7290 -0.8370
O2 -3.6919 1.4560 0.2437
O3 -2.3089 -0.1559 1.3145
O4 -1.4671 0.5557 -0.8996
S1 -2.9120 0.2967 -0.0469
H1 -0.6036 -1.2148 1.7531
H2 0.7381 -0.2681 -2.0094
H3 0.2142 -1.8100 -1.0778
H4 1.6754 -0.8518 -0.8334
H5 -0.0398 2.4297 -0.6344
H6 1.4841 1.6593 -1.0303
H7 1.5332 2.8603 0.4006
H8 -0.5088 1.7078 1.3237
H9 0.9794 0.5768 1.3302
H10 -2.0250 -2.6534 0.9561
H11 -2.0795 -2.1159 -0.5410



2.
Computed, not measured: a single C4H8FNO molecule at a distorted geometry, with ωB97M-V/def2-TZVPD.

Orbital gap: 10.467 eV
Energy above the lowest of the compared OMol25 structures with the same formula, charge and spin: 72.67 kcal per mole
Structure (SMILES): C[C@H](C=O)N(C)F
HOMO energy: -0.354 Eh
Spin multiplicity: 1
Total charge: 0

Atoms and positions in Å:
C1 -0.5667 1.4872 -1.1193
C2 1.2898 0.6934 0.1635
C3 -0.5844 -1.7647 0.6229
C4 0.0249 0.2277 -0.5830
N1 -1.0813 -0.4104 0.2434
O1 -0.4147 2.0802 -2.1520
F1 -1.2160 0.3611 1.3962
H1 -0.9114 2.0267 -0.1743
H2 2.0049 0.6384 -0.6923
H3 1.0871 1.5624 0.8964
H4 1.5993 -0.0865 0.8025
H5 -1.2401 -2.2074 1.4018
H6 -0.8359 -2.3795 -0.2445
H7 0.5098 -1.7290 0.7614
H8 0.3349 -0.4996 -1.3226



3.
Computed, not measured: a 2-piece molecular cluster, C5H10O2 overall at a distorted geometry, with ωB97M-V/def2-TZVPD.

Orbital gap: 9.305 eV
Energy above the lowest of the compared OMol25 structures with the same formula, charge and spin: 87.20 kcal per mole
Structure (SMILES): C[C@@H]1CO1.C=CO
HOMO energy: -0.307 Eh
Spin multiplicity: 1
Total charge: 0

Atoms and positions in Å:
C1 -2.1772 0.2022 -0.1079
C2 -1.2316 -0.9207 -0.4154
O1 -0.0327 -0.5686 -1.0477
C3 -0.0611 -1.0734 0.4176
C4 2.2454 0.0869 0.2476
C5 1.6558 1.2872 0.2322
O2 0.7727 1.7434 -0.6781
H1 -2.8499 -0.1331 0.6868
H2 -1.6442 1.1037 0.2240
H3 -2.7568 0.4486 -1.0000
H4 -1.6501 -1.8256 -0.8232
H5 0.3958 0.9298 -1.1129
H6 0.0401 -0.4439 1.3143
H7 0.4928 -2.0048 0.4997
H8 2.1599 -0.6121 -0.5791
H9 2.8181 -0.2250 1.1112
H10 1.8231 2.0053 1.0309